[1]
DFT (ωB97M-V/def2-TZVPD) results for a structure of composition C32H41HgN8O2P.

Results
Kohn-Sham gap (spin up / spin down) (eV): 3.234 / 6.501
⟨S²⟩: 0.77
E_HOMO (spin up / spin down) (eV): -1.24 / -4.51
LUMO energy (spin up / spin down) (eV): 1.99 / 1.99
ΔE to the lowest compared entry with this formula, charge and spin (kJ/mol): 28.7

```
! wB97M-V def2-TZVPD RIJCOSX def2/J DEFGRID3
* xyz -1 2
Hg 0.470 0.372 0.405
C 0.383 -0.682 4.835
C -0.174 -0.254 3.493
O 0.614 0.501 2.812
C -1.423 -0.724 3.143
C -2.152 -0.619 1.906
C -3.487 -1.316 1.859
N -1.710 0.001 0.856
N -2.533 -0.028 -0.267
C -1.942 0.313 -1.375
O -0.716 0.624 -1.592
C -2.842 0.334 -2.582
C -2.475 1.079 -3.697
C -3.292 1.118 -4.819
C -4.478 0.396 -4.843
C -4.842 -0.361 -3.737
C -4.031 -0.388 -2.611
H 1.072 -1.518 4.684
H -0.393 -1.003 5.529
H 0.950 0.142 5.270
H -1.914 -1.326 3.895
H -3.820 -1.568 2.864
H -3.395 -2.238 1.280
H -4.228 -0.701 1.353
H -1.535 1.615 -3.673
H -2.999 1.707 -5.680
H -5.111 0.416 -5.722
H -5.758 -0.938 -3.753
H -4.305 -0.966 -1.740
N -2.501 -9.855 -2.821
C -2.004 -8.897 -2.391
C -1.398 -7.734 -1.869
C -2.052 -6.463 -1.931
C -1.468 -5.339 -1.423
C -0.187 -5.409 -0.811
C 0.480 -6.659 -0.749
C -0.104 -7.783 -1.258
N 0.421 -4.245 -0.287
C 1.406 -4.195 0.676
C 1.682 -2.868 0.876
N 0.898 -2.107 0.061
C 0.150 -2.962 -0.625
H -3.034 -6.395 -2.381
H -2.003 -4.399 -1.467
H 1.473 -6.727 -0.321
H 0.425 -8.727 -1.216
H 1.774 -5.083 1.157
H 2.369 -2.424 1.580
H -0.577 -2.687 -1.370
C 4.271 -0.725 -0.068
P 2.956 0.522 -0.268
C 2.758 0.543 -2.087
C 3.851 2.068 0.108
H 5.111 -0.483 -0.723
H 3.879 -1.709 -0.323
H 4.615 -0.750 0.966
H 3.626 0.983 -2.584
H 1.849 1.070 -2.369
H 2.642 -0.491 -2.417
H 4.672 2.234 -0.594
H 4.256 1.997 1.119
H 3.157 2.906 0.078
C 0.883 5.484 3.535
C 0.983 3.979 3.655
N 0.465 3.360 2.451
C 0.721 3.851 1.197
N 0.635 3.054 0.184
C 0.734 3.573 -1.168
C 0.535 5.075 -1.258
C 1.370 5.736 -0.183
N 0.974 5.219 1.113
C 1.563 5.905 2.250
H 1.355 5.973 4.389
H -0.167 5.781 3.502
H 0.396 3.614 4.498
H 2.027 3.688 3.841
H 0.426 2.338 2.494
H -0.004 3.045 -1.776
H 1.714 3.315 -1.595
H -0.516 5.325 -1.099
H 0.824 5.444 -2.244
H 1.219 6.817 -0.167
H 2.441 5.558 -0.373
H 1.458 6.978 2.078
H 2.642 5.693 2.318
*
```

---

[2]
DFT (ωB97M-V/def2-TZVPD) results for a structure of composition C50H41AsBrN4O5S4Ti in a non-equilibrium geometry.

Results
Kohn-Sham gap (spin up / spin down) (eV): 3.468 / 5.663
⟨S²⟩: 0.76
E_HOMO (spin up / spin down) (eV): 0.18 / -2.02
LUMO energy (spin up / spin down) (eV): 3.65 / 3.65
ΔE to the lowest compared entry with this formula, charge and spin (kJ/mol): 72.7

```
! wB97M-V def2-TZVPD RIJCOSX def2/J DEFGRID3
* xyz -2 2
Ti 0.071 0.783 -0.251
C 0.774 4.151 2.283
C -0.533 3.503 1.985
N -0.775 2.547 1.129
C -2.143 2.245 1.255
C -2.720 3.073 2.247
N -1.644 3.860 2.670
C -3.998 3.245 2.831
O -4.992 2.419 2.418
O -4.220 4.093 3.706
C -2.704 1.260 0.424
O -3.909 0.905 0.444
O -1.841 0.676 -0.410
H 1.514 3.891 1.531
H 1.145 3.824 3.257
H 0.661 5.236 2.304
H -1.739 4.577 3.368
H -4.635 1.783 1.735
S 2.323 -0.662 -1.305
C 1.881 -1.178 -2.914
C 2.677 -0.960 -4.046
C 2.287 -1.429 -5.290
C 1.090 -2.121 -5.448
C 0.278 -2.333 -4.340
C 0.670 -1.872 -3.094
As -0.369 -1.894 -1.463
C -2.070 -2.652 -2.098
C -3.185 -1.818 -2.064
C -4.423 -2.280 -2.496
C -4.557 -3.580 -2.959
C -3.452 -4.421 -2.984
C -2.217 -3.960 -2.555
C 0.337 -3.528 -0.638
C -0.414 -4.190 0.329
C 0.081 -5.323 0.960
C 1.333 -5.816 0.618
C 2.079 -5.169 -0.357
C 1.587 -4.029 -0.978
H 3.601 -0.410 -3.929
H 2.920 -1.245 -6.151
H 0.782 -2.476 -6.423
H -0.673 -2.841 -4.463
H -3.093 -0.809 -1.675
H -5.281 -1.620 -2.458
H -5.522 -3.942 -3.292
H -3.555 -5.442 -3.333
H -1.361 -4.627 -2.564
H -1.398 -3.825 0.599
H -0.512 -5.814 1.722
H 1.722 -6.701 1.107
H 3.059 -5.542 -0.630
H 2.192 -3.508 -1.711
Br -0.717 -2.855 5.477
C -1.580 -2.380 3.856
C -2.920 -2.668 3.653
C -3.490 -2.283 2.450
C -2.696 -1.638 1.509
N -1.406 -1.378 1.714
C -0.857 -1.729 2.872
H -3.499 -3.164 4.420
H -4.537 -2.453 2.245
H -3.114 -1.294 0.575
H 0.183 -1.477 3.025
O 1.219 0.515 1.228
C 2.324 0.628 2.036
C 1.834 0.704 3.482
C 0.579 1.039 3.887
C 0.430 1.017 5.301
C 1.578 0.661 5.939
S 2.841 0.336 4.830
C 3.231 -0.588 1.888
C 4.576 -0.637 1.681
C 5.072 -1.966 1.591
C 4.087 -2.893 1.744
S 2.560 -2.164 1.963
C 3.131 1.869 1.675
C 3.313 2.354 0.416
C 4.123 3.521 0.390
C 4.550 3.891 1.629
S 3.975 2.823 2.836
H -0.212 1.257 3.188
H -0.497 1.242 5.806
H 1.743 0.550 6.996
H 5.183 0.247 1.559
H 6.105 -2.213 1.404
H 4.168 -3.964 1.690
H 2.873 1.892 -0.460
H 4.356 4.065 -0.514
H 5.157 4.738 1.898
C -1.120 0.894 -3.794
C -1.020 2.357 -3.491
C -1.657 3.284 -4.299
C -1.551 4.649 -4.067
C -0.765 5.078 -3.010
C -0.108 4.180 -2.178
C 0.758 4.713 -1.075
C -0.249 2.791 -2.389
N 0.377 1.879 -1.566
H -1.709 0.720 -4.696
H -1.592 0.362 -2.965
H -0.130 0.457 -3.934
H -2.249 2.919 -5.132
H -2.065 5.361 -4.702
H -0.646 6.141 -2.817
H 1.393 5.526 -1.441
H 1.389 3.925 -0.671
H 0.153 5.107 -0.255
*
```

---

[3]
DFT (ωB97M-V/def2-TZVPD) results for the ion C9H11N4S with charge +1 in a non-equilibrium geometry.

Results
Kohn-Sham gap (spin up / spin down) (eV): 6.863 / 5.179
⟨S²⟩: 2.05
E_HOMO (spin up / spin down) (eV): -11.06 / -13.25
LUMO energy (spin up / spin down) (eV): -4.20 / -8.07
ΔE to the lowest compared entry with this formula, charge and spin (kJ/mol): 0.0

```
! wB97M-V def2-TZVPD RIJCOSX def2/J DEFGRID3
* xyz 1 3
C -0.749 -0.975 -3.255
C -0.414 -3.332 0.614
C -0.256 0.146 -2.585
C -0.485 -2.115 1.395
C -0.782 -2.087 -1.275
C -0.433 -0.878 -0.548
C -0.420 -2.237 2.881
C 0.097 2.605 -1.116
C 0.664 1.243 -0.664
N -0.930 -2.086 -2.582
N -0.801 -3.274 -0.631
N -0.341 -0.956 0.798
N -0.068 0.166 -1.271
S 2.431 1.285 -1.258
H -0.871 -0.983 -4.262
H -0.047 -4.408 0.871
H 0.221 0.974 -3.152
H -0.273 -3.269 3.228
H 0.622 -1.820 3.201
H -1.265 -1.698 3.342
H 0.867 3.293 -0.867
H -0.914 2.878 -0.811
H 0.119 2.510 -2.213
H 0.666 1.029 0.337
H 2.863 0.130 -0.480
*
```

---

[4]
DFT (ωB97M-V/def2-TZVPD) results for a structure of composition C33H37BrN4Yb in a non-equilibrium geometry.

Results
Kohn-Sham gap (spin up / spin down) (eV): 3.725 / 5.029
⟨S²⟩: 0.76
E_HOMO (spin up / spin down) (eV): -1.31 / -2.62
LUMO energy (spin up / spin down) (eV): 2.41 / 2.41

```
! wB97M-V def2-TZVPD RIJCOSX def2/J DEFGRID3
* xyz -1 2
Yb 0.971 -0.864 0.930
N 0.670 1.519 3.518
N -1.686 -0.391 1.885
C 1.641 -2.355 -0.779
C 0.640 -3.048 -0.037
C 1.097 -3.197 1.303
C 0.301 -3.732 2.436
H -0.531 -4.341 2.057
H -0.132 -2.957 3.089
H 0.942 -4.356 3.076
C 2.403 -2.628 1.386
C 3.129 -2.338 2.643
H 4.188 -2.142 2.437
H 3.044 -3.196 3.322
H 2.737 -1.456 3.191
C 2.743 -2.116 0.096
C 3.906 -1.245 -0.189
H 3.779 -0.206 0.172
H 4.087 -1.190 -1.268
H 4.807 -1.645 0.294
C -0.631 -3.600 -0.570
H -0.604 -4.703 -0.555
H -0.789 -3.290 -1.609
H -1.503 -3.293 0.028
C 1.489 -1.858 -2.173
H 2.180 -1.033 -2.396
H 0.464 -1.504 -2.383
H 1.690 -2.662 -2.900
C 0.927 2.823 3.666
H 1.971 3.113 3.818
C -0.045 3.834 3.583
H 0.267 4.867 3.641
C -1.386 3.483 3.400
H -2.178 4.224 3.330
C -1.684 2.135 3.302
H -2.707 1.776 3.230
C -0.622 1.177 3.273
C -0.899 -0.176 2.957
H -0.556 -1.028 3.536
C -1.643 0.403 0.767
C -2.699 -1.362 1.673
H -2.971 -2.070 2.437
C -3.258 -1.085 0.490
H -4.113 -1.525 0.018
N -2.546 -0.040 -0.123
C -2.579 0.372 -1.469
C -2.812 -0.549 -2.497
C -2.354 -0.225 -3.788
H -2.481 -0.959 -4.589
C -1.751 1.003 -4.073
C -1.258 1.309 -5.451
H -0.198 1.586 -5.444
H -1.811 2.148 -5.890
H -1.371 0.439 -6.100
C -1.634 1.950 -3.066
H -1.198 2.924 -3.297
C -2.035 1.681 -1.722
C -1.882 2.635 -0.708
H -2.511 2.625 0.184
H -1.306 3.535 -0.918
H -0.898 1.195 0.614
C -3.476 -1.879 -2.302
H -4.465 -1.770 -1.835
H -2.878 -2.581 -1.700
H -3.633 -2.357 -3.280
Br 4.092 4.167 1.899
C 3.017 3.222 0.643
C 2.797 3.736 -0.634
C 1.963 3.030 -1.509
C 1.365 1.847 -1.064
N 1.565 1.368 0.183
C 2.434 2.004 1.010
H 3.282 4.656 -0.929
H 1.760 3.371 -2.520
H 0.712 1.263 -1.722
H 2.651 1.532 1.972
*
```

---

[5]
DFT (ωB97M-V/def2-TZVPD) results for a cluster of 2 separate species, C3H7OS in total in a non-equilibrium geometry.

Results
Kohn-Sham gap (eV): 6.542
E_HOMO (eV): -2.51
LUMO energy (eV): 4.04
ΔE to the lowest compared entry with this formula, charge and spin (kJ/mol): 109.0

```
! wB97M-V def2-TZVPD RIJCOSX def2/J DEFGRID3
* xyz -1 1
O 0.639 0.719 3.574
C 0.754 0.406 2.421
H 0.355 1.018 1.592
H 1.289 -0.472 2.018
C 0.119 0.382 -1.391
C -0.923 -0.698 -1.126
S -1.130 -1.204 0.615
H 0.957 0.292 -0.689
H 0.591 0.206 -2.371
H -0.189 1.428 -1.364
H -1.889 -0.499 -1.606
H -0.573 -1.579 -1.673
*
```

---

[6]
DFT (ωB97M-V/def2-TZVPD) results for a structure of composition C7H11N2 in a non-equilibrium geometry.

Results
Kohn-Sham gap (eV): 10.313
E_HOMO (eV): -15.24
LUMO energy (eV): -4.93
ΔE to the lowest compared entry with this formula, charge and spin (kJ/mol): 706.0

```
! wB97M-V def2-TZVPD RIJCOSX def2/J DEFGRID3
* xyz 1 1
C 0.401 0.863 -0.292
C 2.175 -1.185 -0.252
C 3.096 -0.285 0.597
C 1.530 0.094 -0.646
C -3.224 0.199 0.175
C -0.980 0.858 -0.567
C -1.842 -0.263 0.150
N 2.549 0.937 0.082
N 1.291 1.091 0.662
H 2.758 -1.602 -1.141
H 1.607 -2.097 -0.049
H 3.001 -0.349 1.647
H 4.167 -0.258 0.246
H -3.680 -0.573 0.697
H -3.659 0.270 -0.847
H -3.367 1.136 0.765
H -1.082 0.921 -1.718
H -1.472 1.814 -0.252
H -1.379 -0.393 1.054
H -1.892 -1.177 -0.309
*
```

---

Electronic energy / Ha: -2327.32486; -9777.41463; -966.35953; -5231.29616; -591.92677; -382.35472